Molecular formula: C40H46AsClNNiO4P2S
Method: DFT, wB97M-V/def2-TZVPD

2S+1	3
LUMO (spin up / spin down)	-2.21 / -2.62	eV
total charge	+1
calculated total energy	-7192.6139	hartree
HOMO (spin up / spin down)	-10.37 / -10.37	eV
largest force on an atom	0.6	eV/A
ΔE to the lowest compared entry with this formula, charge and spin	0.000	eV
gap between HOMO and LUMO (spin up / spin down)	0.2996 / 0.2848	hartree

The geometry in XYZ format:
```
97
Properties=species:S:1:pos:R:3:mulliken_spin:R:1
C 0.9147 4.0825 2.6557 -0.001
C -0.3236 2.4938 -3.9046 -0.019
H -0.2423 0.9826 3.8231 0.001
C 0.9805 -4.7057 0.4358 0.002
C 3.0099 -0.2824 -1.8981 0.027
H -0.3537 5.7598 3.0775 0.000
H -3.2991 0.6088 -4.0410 0.000
C 0.9892 2.8021 2.1298 0.003
H 2.7230 -2.2140 -2.7923 -0.002
H 2.3271 0.2867 2.9555 0.000
H -4.0005 -3.1016 -2.4128 -0.001
H -0.0592 -5.8580 1.9094 0.000
H -4.8508 3.6841 -0.6002 0.000
H 4.8582 0.0522 1.2364 0.000
H 3.0048 -1.2238 0.4045 0.001
H -4.7268 -0.4693 -1.1540 0.000
H -4.0705 4.2552 -2.0914 0.000
C 5.2228 0.6407 -2.0749 0.002
C -0.1491 2.1968 1.6045 -0.013
H -0.9606 -2.2530 1.0843 -0.002
O -2.5041 -1.3616 -0.6286 0.073
C -1.4944 -4.2796 -0.7100 -0.003
C 0.8885 -3.9660 -0.7230 0.005
C -0.8174 -0.8815 4.6963 -0.001
C -0.1297 3.7241 -3.3006 0.020
H -0.7875 -0.4954 5.7065 0.000
H 3.8762 1.4981 1.3412 0.000
H -1.4907 -3.7214 2.9819 0.000
C 3.4262 -1.4145 -2.5905 0.003
C -1.4325 4.1622 2.1389 -0.001
C -1.1673 -2.2035 4.4629 0.002
C 4.1984 0.6153 1.9007 0.000
C -0.5422 -0.5391 2.3266 0.012
H -5.7270 3.5988 -2.1488 0.001
H -2.2345 2.4253 1.1597 0.002
H -3.3059 2.3759 -4.2576 0.000
H -3.3309 -4.8144 1.3618 0.000
H 3.3911 -1.0966 2.9005 0.000
P 1.2885 -0.2029 -1.3315 0.013
H -2.4078 -6.2084 1.9556 0.000
H -0.0756 0.3677 -3.7225 -0.001
C 4.1990 2.3895 4.0279 0.000
C -0.1542 -5.2661 1.0079 0.000
H -1.4117 -2.8526 5.2935 0.000
C -5.2411 0.4859 -1.2402 -0.001
O -2.7654 -4.0739 -1.1734 0.000
C 3.9120 0.7506 -1.6467 -0.003
O -1.9796 -0.9893 -2.7187 0.047
C 5.6364 -0.4947 -2.7649 -0.001
H -2.3747 4.6945 2.1406 0.000
C -0.5074 -0.0493 3.6324 0.002
H -4.8438 1.4789 -4.3020 0.000
H 1.7795 -3.5504 -1.1734 -0.007
H 1.6602 -1.6801 1.4262 -0.002
C -2.6497 -5.6176 1.0736 0.000
C 2.2713 -0.8307 1.1127 0.012
H 1.4311 2.7303 -0.4688 0.003
O -2.5485 1.7167 -1.1702 0.034
As -4.0201 1.7747 -1.9610 -0.003
C -4.7516 3.5178 -1.6711 0.005
H 1.9355 2.2773 2.1124 0.001
C 0.7121 1.4052 -2.0074 -0.040
C -1.4046 -5.0596 0.4499 -0.002
C -2.4534 -1.7491 -1.8263 -0.013
C -1.2104 -2.6934 3.1652 -0.003
H -3.1901 -6.2508 0.3693 0.000
H -6.1189 0.3986 -1.8784 0.000
Ni -1.2689 0.2281 -1.1224 1.712
H -5.5401 0.8171 -0.2470 0.000
C -0.3571 -3.7557 -1.3056 0.004
C 4.7409 -1.5188 -3.0273 0.002
H 3.5888 1.6360 -1.1125 0.001
H 1.8003 4.5523 3.0629 0.000
H 3.2522 1.9780 4.3768 0.000
C -2.9291 -3.1400 -2.2108 0.004
S 5.2495 1.1354 3.2746 0.000
H 6.6620 -0.5759 -3.0997 0.000
H 5.9250 1.4395 -1.8758 0.000
H 0.6560 4.7712 -1.5951 0.000
C 0.0855 1.3342 -3.2573 0.047
H -2.4167 -3.4422 -3.1271 0.002
H -0.4500 4.6290 -3.8012 0.001
C -0.2972 4.7614 2.6641 0.001
C -3.8526 1.5261 -3.8525 -0.001
H 5.0628 -2.3995 -3.5665 0.000
N 1.4421 0.1658 0.3783 -0.006
C 3.0186 -0.2585 2.3070 -0.001
C 0.9275 2.6597 -1.4227 0.038
H -0.7846 2.4299 -4.8819 0.000
C -0.9040 -1.8672 2.0958 0.013
C -1.3596 2.8845 1.6031 0.002
H 4.0184 3.2096 3.3327 0.000
H 4.7401 2.7805 4.8873 0.000
H -0.4069 -3.1685 -2.2126 0.003
Cl 2.5266 -4.9237 1.1980 0.000
C 0.4953 3.8065 -2.0586 -0.011
P -0.1520 0.5228 0.9202 0.036
```


Molecular formula: C20H19AsIrN4O11S2
Method: DFT, wB97M-V/def2-TZVPD

2S+1	6
LUMO (spin up / spin down)	0.02 / -2.56	eV
calculated total energy	-4956.6105	hartree
HOMO (spin up / spin down)	-8.44 / -9.32	eV
largest force on an atom	0.1	eV/A
ΔE to the lowest compared entry with this formula, charge and spin	0.014	eV
gap between HOMO and LUMO (spin up / spin down)	0.3110 / 0.2484	hartree

The geometry in XYZ format:
```
58
Properties=species:S:1:pos:R:3:mulliken_spin:R:1
O 5.4079 2.1229 1.6042 0.001
C 1.9500 -2.9460 -2.7615 0.002
H 2.3310 -3.0225 1.4645 -0.003
C 3.3301 2.9280 2.5185 0.006
H 4.4948 0.5236 0.6624 -0.002
Ir 0.1984 0.0750 0.1509 2.873
H -0.2757 -0.3739 -6.5726 0.000
H 3.5864 -0.4713 2.7175 0.000
C -1.6339 -0.9154 -5.0155 0.000
C 1.0835 -3.5285 -3.6780 0.001
C -0.8596 -0.4150 -2.7703 -0.025
O -1.9250 3.8834 0.1232 0.239
N -2.9449 -1.3286 -0.0655 0.015
C 1.5959 -2.8492 -1.4212 -0.005
H 4.7305 4.0071 1.2942 -0.001
C -2.3731 -1.0993 -1.2557 -0.057
N 0.6084 0.8251 2.2108 0.069
O -1.4698 -3.9238 0.7563 0.009
C -0.4502 -0.3894 -5.5053 0.000
H 2.4503 3.5374 2.3206 0.003
C 4.9724 0.7727 1.6164 0.007
C 0.3213 0.1221 -3.2682 0.021
C -0.1369 -4.0206 -3.2538 -0.002
H -2.3272 -1.3930 0.7347 0.006
N -1.2027 -0.5308 -1.4189 0.198
H 5.8562 0.1487 1.7343 0.000
H 2.9102 -2.5545 -3.0753 0.000
As 2.8900 -1.8401 -0.4057 0.031
H 1.3677 -3.5917 -4.7199 0.000
O -1.5059 1.6447 0.3436 0.246
S -0.1579 -3.3420 0.7108 0.001
H -3.7264 -1.9621 -0.0347 -0.002
C -0.4937 -3.9441 -1.9125 0.005
O 3.0792 -2.4323 1.2057 0.010
C 1.7073 1.1538 2.4361 0.075
C 0.5131 0.1262 -4.6385 0.004
H 4.5154 0.6695 3.7261 0.000
S -3.1840 -1.5264 -2.7350 0.012
C 0.3622 -3.3550 -0.9971 0.012
O 4.2861 -1.6260 -1.1846 0.027
H -1.4333 -4.3477 -1.5610 0.000
O 0.9085 4.2109 0.5424 0.194
C -1.3446 2.8577 0.2089 0.136
H -2.3868 -1.3110 -5.6840 0.000
O 2.0912 -0.2936 -0.1632 0.361
C 4.0102 0.5304 2.7688 -0.004
H -0.8174 -4.4768 -3.9613 0.000
H 3.8193 2.7457 0.4305 0.007
H 1.4286 0.5384 -5.0412 0.000
C 4.3226 3.0006 1.3719 -0.004
N 2.9174 1.5222 2.6913 0.016
C 0.6062 3.1939 0.0115 0.144
O -0.1960 -1.8902 1.1110 0.091
O 1.0369 2.2388 -0.6210 0.247
H 1.0715 0.5280 -2.6008 0.036
H 3.7993 3.2514 3.4492 0.000
O 0.8880 -4.0187 1.4501 0.012
C -1.8224 -0.9202 -3.6423 -0.012
```


Molecular formula: C35H53Cl60FNOPSi
Method: DFT, wB97M-V/def2-TZVPD

LUMO	0.19	eV
calculated total energy	-29837.4738	hartree
HOMO	-7.55	eV
largest force on an atom	2.1	eV/A
gap between HOMO and LUMO	0.2845	hartree

The geometry in XYZ format:
```
153
Properties=species:S:1:pos:R:3:mulliken_charge:R:1
H -1.3969 -5.3103 -1.8724 0.325
Cl 5.1778 -5.8177 -7.9086 -0.132
Cl -4.4252 8.4534 -0.0422 -0.011
H 11.1802 0.3185 1.0459 0.303
C -0.6650 -8.4444 3.6682 0.176
H -3.8295 -0.6602 1.6604 0.302
C -4.2018 -3.6684 -3.8880 -0.150
Cl -2.8070 10.6933 -0.9283 -0.135
C -6.4805 -1.3736 -1.1323 -1.110
H 4.5563 -1.4806 2.7214 -0.638
F 2.4636 -1.5930 1.3099 -0.334
Cl -3.2210 8.4232 -2.6924 -0.101
C 2.4731 -3.6595 3.6854 1.806
H 10.8002 -0.0796 -6.1350 0.344
C -4.8131 0.8512 0.5543 0.200
C -1.5342 -5.3116 -0.7966 -1.414
Cl 5.6932 -1.8770 -6.6274 -0.078
H -4.5445 0.6537 -0.4906 0.222
H -2.5895 -5.1500 -0.5760 0.229
H 3.9260 -0.2418 -0.0513 -0.388
Cl 6.3641 5.1715 3.3962 -0.140
C -6.8628 4.9309 -0.8901 -0.174
C -1.1162 0.1737 1.5763 -0.834
H -6.1148 -3.1855 0.8406 0.342
H 4.3107 -6.2711 6.2005 0.162
H -1.4949 -1.9307 1.7326 0.445
Cl 3.7049 -1.2066 -4.6297 -0.033
Cl 6.8715 -1.3534 2.4060 -0.045
Cl 4.2717 -4.7772 -5.3566 -0.027
C 10.0045 -0.3814 -5.4677 -0.033
C -0.6467 -1.2963 1.4636 -0.663
Cl -11.5696 2.3890 -1.9205 -0.118
Cl 2.8027 -0.3093 7.2060 -0.135
Si 0.1467 -1.7409 -0.1889 -0.723
Cl -1.9438 7.8104 3.4279 0.009
C 3.9743 -7.2706 6.4461 0.163
Cl -2.2403 4.6252 -2.6820 -0.154
Cl 0.5133 2.7155 -6.5088 -0.143
H -1.1420 0.4939 -1.8558 -0.009
Cl -2.1311 -9.3962 3.8970 -0.125
Cl -5.9027 5.5157 -2.2475 -0.100
Cl 0.7549 5.1493 -4.9395 -0.132
Cl -10.1107 4.6120 -3.0842 -0.095
C 2.2119 8.6128 4.3676 -0.086
Cl 8.7163 0.8223 -5.5780 -0.101
H 2.6096 9.5937 4.1451 0.353
C 5.0977 3.9640 3.1583 0.181
H -1.4187 0.3757 2.6014 0.447
H -2.5687 -7.6266 -7.9488 0.301
Cl 5.3215 -0.5860 4.7419 -0.105
C 5.3839 -1.0131 -5.1211 -0.172
Cl 1.3895 0.5831 4.8881 0.110
Cl 0.2328 -8.9976 2.2552 -0.129
H 0.6254 0.5660 7.1210 0.369
H -7.4743 -1.0277 -1.4263 0.273
Cl -10.5387 2.1920 -4.6278 -0.119
H -5.7527 -0.8156 -1.7243 0.333
C 5.3190 -0.7594 2.9869 0.887
H -4.8135 9.9045 -1.8372 0.342
Cl -2.2493 5.9117 -0.0803 0.250
Cl 3.5416 7.4553 4.4165 -0.061
Cl -5.9272 4.9767 0.6072 -0.049
H 2.0070 -3.2711 0.3117 0.207
H -4.9828 1.9289 0.6150 -0.035
Cl 3.3758 -7.2586 8.1045 -0.132
N 0.5795 -0.6763 -3.1702 -0.402
Cl -1.9863 -5.3615 -7.9784 -0.136
Cl 1.0732 8.1804 3.0913 -0.058
H -4.9622 -2.9013 -3.9555 0.269
H -12.1363 3.6787 -3.7879 0.336
H -1.2579 -6.2545 -0.3269 0.426
H -1.2414 -4.0262 0.8669 0.150
Cl 0.1045 4.4680 -0.9700 -0.017
H 5.5746 0.0390 -5.2873 0.356
Cl 2.6868 -7.6964 5.3168 -0.068
Cl 3.8272 -4.7809 3.5182 -0.154
C -3.6876 7.7711 3.6720 -0.309
H -2.4212 -0.1990 -0.1627 0.213
Cl -0.2260 5.1721 3.5786 0.126
Cl -0.2321 -7.6696 -7.8731 -0.119
Cl 4.0189 -7.6128 -5.9395 -0.127
H 2.4409 -2.1155 -2.0056 0.363
H -1.1446 2.2982 0.1757 0.096
H 3.7433 -2.6463 -0.9854 0.530
H -6.7515 0.5538 1.5947 0.357
Cl -3.5381 -3.9403 -5.4986 -0.048
C -3.6453 0.3968 1.4556 -0.950
O -0.6615 -3.0182 -0.8798 0.064
H -0.5341 3.2516 -4.4858 0.019
H 2.5163 -2.9569 2.8616 -1.456
H -2.6110 2.1319 -0.8090 0.447
Cl 4.3923 4.1116 1.5454 -0.097
C 0.2441 3.5026 3.8401 -0.013
C 2.9267 -1.9199 -1.0480 -1.187
H 0.2451 -4.6036 0.1485 0.090
C -1.8206 -7.0374 -7.4362 0.036
C -6.3764 -1.1287 0.3506 0.895
H 4.5047 -0.6450 -1.6437 0.261
Cl -4.1028 7.2973 5.3197 -0.134
Cl 1.3963 8.6897 5.9313 -0.132
C 0.4585 3.4075 -4.8870 0.235
Cl 1.6100 2.6092 -3.8215 0.016
Cl 9.4329 -1.9678 -5.9778 -0.086
Cl -2.9412 -3.1171 -2.7902 0.076
Cl 2.5877 -2.7541 5.1930 -0.070
Cl 1.9862 2.4659 7.0350 -0.134
H -0.2563 0.8226 1.3992 -0.135
Cl -1.0450 -6.7256 3.5295 -0.096
Cl -4.4008 6.6391 2.5163 0.007
Cl 4.9084 0.7714 2.2025 -0.147
Cl 6.4729 -1.5714 -3.8451 -0.125
Cl 1.3114 2.9661 2.5387 0.161
C -2.3174 0.4983 0.6722 1.615
C -6.6727 -2.3308 1.2195 -1.580
Cl 5.3418 -8.3698 6.2775 -0.127
Cl 3.8592 4.1118 4.4030 -0.033
H -7.7140 5.5888 -0.7718 0.373
H -0.0384 -8.5787 4.5402 0.155
Cl 0.9326 -4.5222 3.6132 0.013
C -3.9331 9.4292 -1.4258 -0.106
H 0.1108 -1.4766 2.2340 0.268
C -6.0673 0.0855 0.8842 -1.056
H 5.9671 -6.3299 -5.7678 0.294
C 3.5995 -0.5412 -1.0432 -0.042
C -2.1829 1.9695 0.1790 -1.924
Cl 11.4119 -0.0269 3.3471 -0.122
H 5.5453 2.9832 3.2442 0.062
Cl -7.4636 3.3042 -1.2005 -0.083
P 0.1254 -0.1041 -1.7527 0.469
H -6.4457 -2.1289 2.2608 0.389
H 0.9607 0.9220 -1.2363 -0.198
H 3.0097 0.2245 -1.5429 -0.004
Cl 10.6555 -0.4466 -3.8289 -0.113
Cl 9.1396 1.0621 1.9068 -0.058
Cl -1.1971 2.4809 3.9382 -0.084
C 1.9818 -2.1934 0.1237 0.886
C -11.2105 3.2708 -3.4056 -0.005
C -1.2643 5.4660 -1.4693 -0.528
C 4.9849 -6.1553 -6.1858 -0.016
Cl -4.9625 -5.1417 -3.2701 -0.152
C -0.7440 -4.2010 -0.0923 0.276
Cl 10.0068 -1.6730 1.4111 -0.137
C 1.5620 0.7973 6.6314 -0.128
H -0.8768 6.3725 -1.9162 0.512
C 10.5186 -0.0317 1.8265 0.019
Cl -2.0947 -7.1953 -5.7036 -0.086
H -2.6889 2.6092 0.9040 0.516
H -0.1589 -0.4921 -3.8404 0.185
H -6.4473 -2.4382 -1.3740 0.307
H -3.5799 0.9909 2.3669 0.388
H -7.7374 -2.6063 1.1571 0.404
H 0.7856 3.4285 4.7728 -0.146
H -4.0751 8.7660 3.4955 0.349
```


Molecular formula: C15H26FeN3O2S5Si
Method: DFT, wB97M-V/def2-TZVPD

2S+1	5
LUMO (spin up / spin down)	2.34 / 2.34	eV
total charge	-1
calculated total energy	-4446.1713	hartree
HOMO (spin up / spin down)	-4.08 / -4.12	eV
largest force on an atom	0.4	eV/A
ΔE to the lowest compared entry with this formula, charge and spin	0.647	eV
gap between HOMO and LUMO (spin up / spin down)	0.2359 / 0.2374	hartree

The geometry in XYZ format:
```
53
Properties=species:S:1:pos:R:3:mulliken_spin:R:1
N 0.4116 1.9152 -0.8096 0.034
H -2.7191 1.3924 -1.4659 0.000
O -1.2053 -3.5039 -2.1611 0.017
C 3.7404 0.0882 -1.3451 -0.002
H -5.1763 -4.3638 -0.8514 0.000
C -3.5920 -3.4707 0.2914 0.002
C -3.5193 -1.5270 -1.5874 0.004
H -2.4815 -0.6494 2.7565 0.000
H -2.5425 3.4477 -0.2267 0.003
C 4.3087 1.0204 -0.5393 0.003
H 5.5048 3.2390 -2.1258 0.000
S 5.6550 0.5073 0.4516 0.000
H 0.9417 2.0275 0.0520 -0.007
C -4.4392 -2.5501 -1.7340 0.003
H -1.9617 -2.3417 1.1306 0.001
H 3.9697 2.6575 -2.8415 0.000
N -2.2604 1.3438 -0.5615 0.039
H 0.3663 2.3709 2.4117 0.000
C -1.7489 0.1355 2.9552 0.001
C -2.6997 -2.4121 0.3399 -0.001
Si -0.1277 -0.0732 1.9460 0.076
C 4.4191 3.2783 -2.0685 0.000
H -1.4803 2.5926 0.8988 0.004
H -1.5420 0.1329 4.0308 0.002
C -0.5486 2.9957 -0.9825 0.002
C 5.6810 -1.1450 -0.0040 0.000
C -1.7800 2.6642 -0.1487 -0.017
C 0.8798 1.4210 2.5885 0.014
H 1.1153 1.8192 -1.5497 0.004
H -2.9149 0.9293 0.0925 0.000
H 0.6678 -1.4818 3.8648 0.002
S 2.4575 0.2186 -2.4721 0.007
S 4.4646 -1.5036 -1.1675 0.001
H -3.5624 -4.2342 1.0565 0.000
H -2.2319 1.0910 2.7235 0.000
H 1.8643 1.4860 2.1174 0.002
C -0.1498 -3.0310 -1.7695 0.025
H -5.0935 -2.5726 -2.5940 0.000
H 1.0384 1.3372 3.6676 0.001
O 0.0502 -1.8743 -1.2647 0.019
H 0.7827 -3.6208 -1.8861 0.006
H -3.4491 -0.7488 -2.3407 -0.001
S 6.7478 -2.2613 0.6028 0.000
N -2.6686 -1.4443 -0.5710 -0.004
H 4.0851 4.3083 -2.1879 0.000
Fe -0.4616 -0.1761 -0.4938 3.750
S 3.8451 2.7055 -0.4510 0.000
H 1.7854 -1.5756 2.4936 0.000
H 0.2989 -2.5019 2.4628 0.002
C 0.7305 -1.5484 2.7737 0.010
C -4.4776 -3.5416 -0.7686 -0.002
H -0.8279 3.0517 -2.0386 -0.001
H -0.1498 3.9762 -0.7000 0.000
```


- Among the records above, which one has the highest largest force on an atom?
  C35H53Cl60FNOPSi


- What is the calculated total energy in the third record?
  -29837.4738 hartree


- The highest largest force on an atom belongs to which entry?
  C35H53Cl60FNOPSi


- Among the records above, which one has the highest calculated total energy?
  C15H26FeN3O2S5Si